No. 1
Molecular formula: C36H41BF13N11OPbSe
Method: DFT, ωB97M-V with the def2-TZVPD basis set

Each line ends with the Mulliken charge.
Geometry (Å):
F1 -0.74 4.29 0.13  -0.201
C1 2.10 -1.12 -4.45  -0.601
C2 3.94 -0.02 2.75  -1.251
C3 -1.75 -1.73 3.63  -0.302
N1 -1.92 -1.36 0.39  0.984
H1 4.36 1.56 -3.18  0.171
F2 4.83 -3.29 -0.26  -0.313
N2 0.66 1.17 2.92  0.207
H2 -1.28 -3.34 -2.35  0.450
C4 -3.55 0.50 3.04  0.711
H3 2.38 3.17 0.78  0.485
H4 4.71 -0.76 -5.15  0.341
H5 3.02 -1.77 3.17  0.321
H6 0.86 1.26 5.03  0.516
C5 -5.81 3.22 0.64  0.111
H7 -3.45 -0.42 -0.78  0.456
C6 -4.00 -0.80 3.38  0.734
C7 -2.25 -2.78 0.20  -0.728
H8 -2.46 -1.59 -2.53  0.494
F3 -3.16 4.77 -4.70  -0.290
O1 2.33 -0.12 -1.80  0.400
C8 -3.56 -3.03 4.47  -0.151
N3 -8.95 1.96 0.87  -0.538
C9 4.29 0.21 -4.85  -0.991
H9 -2.36 -1.05 1.24  -0.964
H10 -3.14 -3.06 0.78  0.490
H11 0.19 -3.06 -3.25  0.469
H12 2.79 -0.31 5.15  0.544
H13 -1.78 0.00 -2.70  0.399
F4 -7.42 -0.39 2.24  -0.338
C10 -3.13 -1.81 3.87  0.509
F5 -3.75 2.60 2.12  -0.379
C11 -1.12 -3.75 0.61  -1.191
C12 4.84 0.62 -3.48  -0.573
H14 4.18 -0.33 0.65  -0.270
H15 2.45 0.33 -6.00  0.528
H16 4.66 0.93 -5.58  0.393
H17 4.93 0.06 -1.37  -0.036
C13 2.34 2.36 1.52  -1.032
H18 2.34 1.02 -4.40  -0.024
H19 -2.01 0.54 -0.43  0.274
Se1 0.48 2.32 -1.90  -0.001
H20 0.34 -0.90 -2.10  -0.473
H21 5.27 -1.28 -2.47  0.505
C14 -7.81 1.99 1.06  -0.073
C15 2.75 0.18 -4.96  -0.316
N4 2.87 -1.68 -3.33  0.084
C16 -6.16 -0.06 2.49  0.203
F6 -5.93 -2.17 3.42  -0.354
N5 2.73 -0.80 3.08  -0.349
C17 -1.31 4.39 -1.07  0.057
H22 1.60 -3.38 -1.37  0.024
H23 2.09 -1.88 -5.23  0.555
F7 -3.91 6.32 -2.62  -0.296
C18 -5.38 -1.00 3.12  -0.622
H24 3.69 -2.18 -3.66  0.465
C19 -0.29 -2.89 -2.27  -0.923
C20 3.96 0.50 1.32  -0.224
F8 -2.71 6.08 -0.21  -0.353
N6 -5.35 4.11 0.07  -0.484
H25 4.83 -0.63 2.90  0.611
H26 -1.09 -3.81 1.70  0.409
C21 2.08 -0.35 4.31  -1.096
C22 3.20 -0.75 -2.37  -0.102
F9 2.93 -2.12 0.21  -0.089
H27 5.91 0.83 -3.57  0.497
C23 -2.55 4.64 -3.52  0.133
H28 -0.32 1.14 3.16  0.064
F10 3.02 -4.36 0.69  -0.376
N7 -0.62 -1.68 3.36  -0.435
H29 4.01 0.82 3.45  0.441
N8 -0.47 -1.49 -1.99  0.682
H30 0.46 -4.72 -1.46  0.390
H31 0.20 2.41 1.32  0.020
F11 -2.28 0.85 3.36  -0.586
C24 -6.42 2.11 1.29  0.505
F12 4.26 -2.88 1.93  -0.414
C25 -2.94 5.44 -2.46  0.659
C26 -4.31 1.42 2.39  0.708
C27 1.47 1.04 4.15  -0.759
N9 -3.85 -4.02 4.98  -0.606
H32 -1.41 -4.75 0.25  0.391
H33 0.90 -3.89 0.70  0.242
C28 -2.32 5.31 -1.22  0.152
F13 -1.18 2.98 -4.40  -0.313
C29 0.93 2.37 2.13  -0.509
C30 -0.88 3.57 -2.12  0.115
C31 0.55 -3.64 -1.24  -0.788
C32 4.65 -0.39 -2.32  -0.777
C33 -1.77 -0.89 -2.05  -1.552
H34 4.79 1.23 1.24  0.448
C34 -2.35 -0.47 -0.69  -0.374
H35 0.82 3.29 2.72  0.440
H36 2.25 1.79 4.12  0.360
Pb1 0.88 -0.90 1.22  2.278
H37 1.07 -0.95 -4.14  -0.013
H38 3.08 2.60 2.28  0.433
N10 2.69 1.08 0.90  0.146
C35 -1.54 3.72 -3.35  0.205
H39 -2.52 -2.94 -0.84  0.350
H40 1.30 -1.07 4.57  0.324
N11 0.22 -3.37 0.16  0.286
C36 -5.66 1.19 2.04  0.160
H41 2.65 1.12 -0.11  -0.286
B1 3.80 -3.21 0.65  0.386

Charge ... 0
HOMO energy (alpha / beta) ... -7.624 / -8.184 eV
HOMO-LUMO gap (alpha / beta) ... 4.442 / 5.699 eV
Lowest unoccupied orbital energy (alpha / beta) ... -3.18 / -2.48 eV
ΔE to the lowest compared entry with this formula, charge and spin ... 0.0 kcal/mol

---

No. 2
Molecular formula: C36H41BrFN8O12V
Method: DFT, ωB97M-V with the def2-TZVPD basis set

Each line ends with the Löwdin spin population.
Geometry (Å):
H1 -1.84 -1.40 0.40  0.000
H2 -6.59 -4.85 0.01  0.000
H3 3.01 1.79 6.16  0.000
H4 1.08 -3.96 5.37  0.000
H5 -6.06 -3.17 0.24  0.000
C1 -1.33 -1.67 4.77  0.000
H6 0.04 7.05 0.57  0.000
H7 2.07 4.00 2.44  0.000
C2 0.53 -3.17 4.87  0.000
H8 -2.50 -0.11 -5.12  0.000
C3 -2.59 -4.02 -0.14  0.000
O1 1.23 -0.54 -7.53  0.000
H9 -2.49 1.11 -3.16  0.000
C4 -4.79 -4.38 -1.07  0.000
C5 -1.37 0.04 2.99  -0.003
H10 -1.26 2.33 -2.85  0.000
C6 1.02 -2.58 3.71  0.000
H11 -1.71 5.11 -0.22  0.000
C7 -0.76 4.97 -0.75  0.000
C8 2.23 3.97 1.36  0.000
N1 1.08 0.83 -5.70  0.000
C9 3.00 -0.25 -2.68  0.000
C10 2.64 1.57 5.16  0.000
H12 -2.28 -1.29 5.14  0.000
H13 2.84 4.83 1.08  0.000
H14 -4.12 -0.38 -2.13  0.000
H15 1.94 -0.42 -2.54  0.000
C11 -0.73 -1.13 3.64  -0.001
O2 2.93 2.77 1.11  0.000
C12 -0.12 -4.16 -0.43  0.007
C13 2.88 0.55 3.04  0.001
C14 -4.25 -1.22 -1.44  0.000
N2 0.41 -1.56 3.10  0.005
O3 1.09 2.07 -3.78  0.000
C15 -1.25 -3.33 6.76  0.000
H16 4.92 2.50 -1.92  0.000
C16 -0.85 -0.38 -6.36  0.000
C17 -5.72 -4.21 0.13  0.000
H17 1.61 6.73 -0.17  0.000
C18 1.41 2.04 4.75  0.000
H18 -0.76 4.02 -1.25  0.000
H19 -4.51 -5.42 -1.15  0.000
H20 2.25 -1.82 0.01  0.000
C19 -3.42 -2.42 -1.89  0.000
Br1 3.98 -0.49 1.89  0.001
O4 0.38 2.78 0.51  0.004
H21 -5.30 -4.08 -1.99  0.000
O5 -2.72 -4.99 0.59  0.000
C20 3.46 2.55 -0.16  0.000
H22 -3.95 -0.90 -0.43  0.000
C21 4.65 1.61 -2.47  0.000
N3 1.69 0.97 2.62  0.002
C22 -1.23 -3.36 -0.16  -0.001
C23 -0.78 0.44 -2.04  0.003
H23 4.51 2.33 0.00  0.000
N4 -3.55 -3.58 -0.99  0.000
H24 -3.75 -2.74 -2.88  0.000
H25 0.03 2.12 3.13  0.000
H26 4.39 0.46 4.55  0.000
C24 3.41 0.83 4.28  0.000
H27 -0.65 5.77 -1.49  0.000
N5 0.38 5.03 0.17  0.000
O6 -0.35 -3.54 7.62  0.000
O7 1.80 0.74 -0.41  -0.007
C25 0.55 -0.09 -6.64  0.000
N6 0.22 -1.51 0.22  -0.008
O8 -1.06 0.79 -0.79  0.012
C26 0.88 6.36 0.55  0.000
C27 0.49 1.36 -4.58  0.000
H28 1.95 -2.93 3.25  0.000
V1 0.36 0.48 0.55  1.034
H29 -5.20 -4.51 1.05  0.000
C28 0.98 1.73 3.48  0.000
C29 -0.66 -2.71 5.42  0.000
H30 1.32 6.36 1.54  0.000
O9 -2.50 -3.51 6.71  0.000
H31 2.03 -4.19 -0.60  0.000
O10 -0.76 0.39 1.74  -0.060
H32 3.20 -0.11 -3.74  0.000
H33 5.48 0.90 -2.42  0.000
C30 1.28 -2.28 -0.06  0.006
N7 3.44 0.96 -1.95  0.000
C31 2.87 1.36 -0.88  0.000
F1 -1.48 -1.20 -7.20  0.000
H34 -5.31 -1.47 -1.40  0.000
C32 -1.47 0.13 -5.31  0.000
H35 2.04 1.09 -5.85  0.000
C33 -1.01 -2.06 0.17  0.005
H36 3.38 3.42 -0.82  0.000
C34 -1.42 1.30 -3.12  -0.001
C35 0.89 3.91 0.66  0.001
O11 -2.26 0.67 3.43  -0.006
H37 0.79 2.64 5.40  0.000
H38 3.57 -1.11 -2.34  0.000
H39 4.48 1.87 -3.51  0.000
O12 -0.03 -0.45 -2.38  0.007
C36 1.15 -3.61 -0.39  -0.001
H40 -2.38 -2.15 -1.97  0.000
H41 -0.27 -5.21 -0.66  0.000
N8 -0.84 1.02 -4.43  0.000

Charge ... +1
HOMO energy (alpha / beta) ... -8.859 / -8.861 eV
HOMO-LUMO gap (alpha / beta) ... 4.087 / 4.628 eV
2S+1 ... 2
⟨S²⟩ ... 0.76
Lowest unoccupied orbital energy (alpha / beta) ... -4.77 / -4.23 eV
ΔE to the lowest compared entry with this formula, charge and spin ... 45.4 kcal/mol

---

No. 3
Molecular formula: C36H41ClN5O2PSV
Method: DFT, ωB97M-V with the def2-TZVPD basis set

Each line ends with the Löwdin spin population.
Geometry (Å):
C1 4.50 -2.41 2.61  -0.001
C2 1.24 -1.43 -1.46  0.006
H1 0.48 4.59 4.78  0.000
H2 2.67 -0.72 -2.89  0.000
H3 0.47 -4.20 -4.05  0.000
C3 1.92 -1.47 -2.67  0.001
O1 -0.82 0.62 -4.32  0.000
C4 4.34 -1.04 2.68  0.000
H4 -2.02 -3.82 1.53  0.000
C5 2.63 -1.13 0.97  0.003
C6 3.32 3.27 -1.40  0.000
H5 -0.98 -4.05 4.34  0.001
H6 3.05 4.32 -1.46  0.000
C7 -3.29 0.90 -1.12  -0.006
C8 -2.29 2.97 1.42  0.054
Cl1 0.88 2.93 -0.33  0.003
H7 -0.24 -2.39 -0.23  0.000
C9 1.64 -2.46 -3.60  0.000
C10 0.13 1.21 -3.65  0.000
C11 -0.89 3.94 3.27  0.008
H8 2.16 -3.11 0.26  0.000
H9 -3.17 -2.67 4.87  0.001
C12 0.80 1.85 2.85  0.011
C13 4.91 1.50 -1.72  0.000
H10 -2.13 -1.24 4.97  0.000
C14 0.02 -3.41 -2.11  0.000
H11 2.02 2.67 4.41  0.000
N1 -2.24 2.05 0.48  -0.020
H12 2.19 1.60 -4.12  0.000
H13 -1.60 4.75 3.42  0.000
H14 1.77 0.92 -6.25  0.000
C15 4.57 2.84 -1.82  0.000
H15 5.24 -2.91 3.22  0.000
H16 -3.44 -2.81 1.77  0.000
S1 -2.05 -0.29 -1.05  -0.027
C16 -2.72 -1.86 4.30  0.006
H17 1.41 0.97 2.69  0.001
H18 -5.92 -2.18 -2.40  0.000
C17 1.22 1.88 -4.51  0.000
H19 -5.14 -0.15 -3.62  0.000
H20 -3.29 4.83 1.11  0.004
C18 -1.83 -2.43 3.18  0.014
H21 -0.55 0.70 -5.27  0.000
H22 1.02 2.34 -6.53  0.000
C19 0.29 -2.42 -1.18  0.001
H23 2.17 -2.47 -4.55  0.000
H24 -5.04 1.48 -1.84  0.000
C20 -2.66 -3.36 2.28  0.003
H25 1.12 2.96 -4.35  0.000
N2 -0.28 1.97 2.07  0.007
H26 -0.07 -2.53 4.45  0.000
H27 5.28 3.56 -2.21  0.000
N3 -4.31 0.79 -1.98  -0.008
H28 -5.16 -1.59 -0.91  0.000
C21 2.72 0.99 -0.81  -0.002
H29 5.89 1.16 -2.01  0.000
H30 -6.54 -0.73 -1.61  0.000
P1 1.49 -0.20 -0.14  0.020
C22 -5.64 -1.29 -1.85  0.000
C23 -3.47 3.87 1.60  0.009
H31 -3.77 -0.98 -2.88  -0.001
V1 -0.60 0.98 0.33  1.821
C24 -0.99 -0.43 1.60  -0.032
H32 -3.51 -1.24 3.87  0.000
C25 3.71 -3.15 1.74  0.000
H33 -3.12 -4.16 2.88  0.000
H34 4.95 -0.46 3.36  0.000
C26 4.00 0.59 -1.22  -0.001
C27 2.42 2.35 -0.90  0.003
C28 -1.14 2.98 2.29  0.009
O2 0.16 1.25 -2.44  0.007
C29 0.69 -3.43 -3.32  0.000
H35 0.03 -3.52 2.98  0.000
H36 3.82 -4.22 1.68  0.000
H37 -0.72 -4.17 -1.89  0.000
H38 -4.33 3.41 1.14  0.000
C30 1.12 2.78 3.82  0.009
C31 0.26 3.85 4.03  0.007
N4 -3.30 1.96 -0.33  -0.010
C32 3.42 -0.40 1.87  -0.001
H39 -3.66 4.04 2.66  0.001
C33 -0.64 -3.18 3.78  0.005
H40 3.33 0.68 1.91  0.000
C34 -4.68 -0.43 -2.67  -0.001
C35 2.77 -2.52 0.93  0.000
C36 -1.34 -1.32 2.34  0.091
N5 1.04 1.54 -5.92  0.000
H41 4.26 -0.46 -1.13  0.000

Charge ... +1
HOMO energy (alpha / beta) ... -9.918 / -9.943 eV
HOMO-LUMO gap (alpha / beta) ... 7.170 / 6.821 eV
2S+1 ... 3
⟨S²⟩ ... 2.03
Lowest unoccupied orbital energy (alpha / beta) ... -2.75 / -3.12 eV
ΔE to the lowest compared entry with this formula, charge and spin ... 15.1 kcal/mol